# C29H36Br4F2LiMgN4NaO10S

C29H36Br4F2LiMgN4NaO10S as an isolated structure (ωB97M-V/def2-TZVPD, the Open Molecules 2025 dataset).

## Properties
Largest force on an atom = 8.18 eV Å⁻¹
Multiplicity = 1
Net charge = 0
Gap between HOMO and LUMO = 0.04436 hartree
Energy = -363567.4128 eV
HOMO energy = -5.56 eV

Element x y z (Å)
C -1.857 -1.268 2.900
C -0.806 -0.999 2.071
C -1.115 -0.353 0.717
C -0.171 0.633 0.161
C 1.154 1.094 0.887
C 0.839 2.572 1.462
S 1.050 2.707 3.284
C -0.571 2.606 4.042
N -1.073 3.388 5.045
N -2.306 3.022 5.396
C -2.655 1.956 4.608
O -1.601 1.732 3.784
C -0.430 1.302 -1.137
C 0.545 2.339 -1.758
O 1.848 1.824 -2.068
C 1.760 0.489 -2.650
C -1.677 0.928 -1.816
C -2.056 1.609 -3.161
C -2.414 3.178 -2.703
C -3.992 3.417 -2.358
O -2.811 3.341 -1.309
N -2.559 0.005 -1.291
O -3.725 -0.331 -1.903
C -2.307 -0.622 -0.080
F -3.222 -1.475 0.371
H -1.724 -2.056 3.672
H -2.800 -0.694 2.730
H 0.265 -1.180 2.316
H 2.028 1.103 0.193
H 1.356 0.474 1.803
H -0.244 2.818 1.252
H 1.430 3.354 0.891
H -3.620 1.397 4.643
H 0.700 3.135 -0.962
H 0.160 2.865 -2.668
H 2.722 0.228 -3.150
H 1.604 -0.292 -1.865
H 0.962 0.399 -3.430
H -3.000 1.240 -3.618
H -1.193 1.685 -3.861
H -1.857 4.034 -3.234
H -4.324 4.369 -1.883
H -4.533 2.545 -1.921
H -4.238 0.489 -2.064
N -0.394 -1.830 -3.490
C -1.665 -2.257 -3.557
C -2.025 -3.587 -3.665
C -1.016 -4.538 -3.712
C 0.307 -4.119 -3.644
C 0.560 -2.767 -3.533
H -2.421 -1.476 -3.522
H -3.065 -3.880 -3.714
H -1.265 -5.593 -3.799
H 1.122 -4.829 -3.678
H 1.580 -2.394 -3.474
F -2.827 -6.421 -2.955
Li 1.238 5.087 -0.840
C 1.305 -0.586 6.304
C 2.494 -1.136 7.082
C 3.309 -1.829 5.997
O 3.074 -1.093 4.774
C 1.968 -0.193 4.977
H 0.807 0.263 6.792
H 0.543 -1.394 6.145
H 3.087 -0.304 7.505
H 2.209 -1.801 7.898
H 2.979 -2.857 5.843
H 4.381 -1.836 6.217
H 2.383 0.830 5.033
H 1.286 -0.241 4.136
C -6.087 0.787 6.239
O -7.305 0.804 6.391
O -5.493 0.972 5.142
O -5.252 0.580 7.156
C 5.414 2.905 -2.561
Br 3.760 1.973 -2.944
Br 6.434 3.286 -4.185
Br 5.114 4.510 -1.510
H 6.025 2.240 -1.957
Mg 4.274 1.006 6.497
Br 0.844 -2.292 4.559
Na 8.682 4.851 -4.511
C 0.835 -4.269 -8.053
C 2.273 -4.253 -7.520
O 3.132 -3.741 -8.277
O 2.419 -4.757 -6.380
H 0.777 -3.817 -9.046
H 0.475 -5.298 -8.119
H 0.183 -3.710 -7.378